13 unconnected molecules or ions with the total composition C32H53N9O24S4 at a distorted geometry, computed with ωB97M-V/def2-TZVPD.

Element x y z (Å)
1 C -9.268 35.892 -17.937
2 N -9.675 37.170 -17.294
3 O -10.689 37.728 -17.675
4 O -8.932 37.601 -16.442
5 H -8.837 35.219 -17.209
6 H -8.482 36.227 -18.621
7 H -10.061 35.518 -18.573
8 C -11.456 41.647 -23.483
9 N -12.565 42.644 -23.442
10 O -13.054 42.986 -22.385
11 O -12.937 43.094 -24.506
12 H -10.580 42.207 -23.792
13 H -11.736 40.818 -24.122
14 H -11.370 41.344 -22.443
15 C -10.264 39.087 -20.807
16 N -11.209 38.795 -21.915
17 O -10.714 38.409 -22.962
18 O -12.390 38.989 -21.749
19 H -10.581 40.096 -20.521
20 H -9.246 39.169 -21.165
21 H -10.415 38.442 -19.948
22 C -8.957 40.536 -12.304
23 N -9.644 40.277 -13.597
24 O -10.497 41.072 -13.935
25 O -9.372 39.279 -14.230
26 H -8.532 41.533 -12.347
27 H -8.187 39.792 -12.134
28 H -9.726 40.433 -11.543
29 C -13.710 37.638 -15.607
30 C -12.755 38.649 -14.920
31 O -13.257 39.943 -15.189
32 S -14.811 39.850 -15.626
33 O -15.091 40.851 -16.583
34 O -15.596 39.609 -14.469
35 O -14.573 38.458 -16.392
36 H -14.318 37.111 -14.874
37 H -13.144 36.976 -16.253
38 H -11.718 38.550 -15.244
39 H -12.689 38.460 -13.844
40 C -9.943 45.598 -13.971
41 C -10.281 45.711 -15.473
42 O -9.226 46.543 -15.960
43 S -8.963 47.719 -14.880
44 O -9.943 48.742 -14.976
45 O -7.583 48.049 -14.894
46 O -9.255 46.787 -13.608
47 H -9.329 44.715 -13.809
48 H -10.889 45.600 -13.438
49 H -11.285 46.075 -15.688
50 H -10.192 44.718 -15.913
51 C -10.586 45.864 -24.840
52 C -9.261 46.443 -24.319
53 O -9.414 46.510 -22.910
54 S -10.765 45.854 -22.359
55 O -11.374 46.653 -21.371
56 O -10.603 44.454 -22.101
57 O -11.509 46.066 -23.782
58 H -10.573 44.796 -25.063
59 H -10.932 46.416 -25.710
60 H -9.032 47.454 -24.648
61 H -8.436 45.789 -24.602
62 C -16.009 41.627 -19.912
63 C -17.411 42.225 -20.166
64 O -17.846 41.695 -21.442
65 S -16.537 41.387 -22.318
66 O -15.930 42.593 -22.773
67 O -16.799 40.354 -23.252
68 O -15.749 40.798 -21.063
69 H -15.876 40.985 -19.045
70 H -15.233 42.393 -19.879
71 H -17.341 43.308 -20.230
72 H -18.193 41.894 -19.490
73 N -14.373 44.713 -20.531
74 C -15.596 45.309 -20.632
75 C -15.767 46.063 -19.493
76 C -14.641 45.863 -18.677
77 C -13.783 45.002 -19.330
78 H -13.978 44.155 -21.275
79 H -16.223 45.128 -21.488
80 H -16.606 46.686 -19.227
81 H -14.520 46.175 -17.652
82 H -12.851 44.522 -19.093
83 N -8.097 45.228 -20.065
84 C -6.906 45.808 -20.416
85 C -6.878 47.023 -19.769
86 C -8.067 47.156 -19.021
87 C -8.784 45.983 -19.171
88 H -8.392 44.354 -20.465
89 H -6.221 45.278 -21.052
90 H -6.062 47.725 -19.827
91 H -8.367 48.001 -18.425
92 H -9.730 45.717 -18.733
93 N -10.990 40.686 -17.418
94 C -10.380 41.865 -17.701
95 C -11.052 42.482 -18.727
96 C -12.160 41.629 -19.033
97 C -12.110 40.539 -18.208
98 H -10.731 40.040 -16.691
99 H -9.542 42.255 -17.145
100 H -10.855 43.377 -19.293
101 H -12.828 41.762 -19.872
102 H -12.742 39.675 -18.098
103 N -12.754 42.877 -15.304
104 C -12.590 43.284 -14.023
105 C -13.178 44.513 -13.864
106 C -13.827 44.796 -15.103
107 C -13.515 43.797 -15.990
108 H -12.317 42.069 -15.713
109 H -11.989 42.765 -13.297
110 H -13.307 45.167 -13.018
111 H -14.378 45.686 -15.365
112 H -13.788 43.557 -17.003
113 N -5.777 40.939 -16.150
114 C -7.012 40.600 -16.623
115 C -7.051 40.900 -17.966
116 C -5.829 41.542 -18.269
117 C -5.023 41.479 -17.166
118 H -5.478 40.962 -15.194
119 H -7.735 40.184 -15.939
120 H -7.946 40.824 -18.561
121 H -5.578 41.914 -19.250
122 H -4.006 41.795 -17.019

- LUMO: -0.8874 eV
- F_max: 1.7 eV Å⁻¹
- Total charge: 0

Löwdin atomic charge list, values in e, 8 entries:
1. C 0.0604
2. N -0.4209
3. O 0.0353
4. O 0.0731
5. H 0.1011
6. H 0.1096
7. H 0.0993
8. C 0.0624